C22H18Cl5IrN2S2 | ωB97M-V with the def2-TZVPD basis set

Output
orbital gap: 6.8 eV
energy above the lowest of the compared OMol25 structures with the same formula, charge and spin: 39.7 kcal per mole
strongest force on any atom: 2.2 eV/A

ORCA input file:
```
! RIJCOSX wB97M-V def2-TZVPD def2/J DEFGRID3
* xyz 0 1
Ir -0.023 0.727 -0.665
C -0.228 -1.640 -2.946
N -0.433 -1.625 -1.489
C 0.468 -2.567 -0.816
C 1.464 -1.890 0.149
N 2.053 -0.684 -0.417
C 2.993 -0.968 -1.505
C 2.735 0.181 0.516
C 3.478 -0.274 1.595
C 4.228 0.616 2.352
C 4.235 1.964 2.035
C 3.473 2.436 0.985
C 2.733 1.553 0.209
S 1.874 2.142 -1.201
C -1.846 -1.767 -1.243
C -2.459 -2.953 -0.870
C -3.835 -3.038 -0.720
C -4.625 -1.924 -0.945
C -4.038 -0.740 -1.349
C -2.659 -0.647 -1.507
S -1.993 0.863 -2.105
H -0.361 -2.648 -3.357
H 0.766 -1.278 -3.195
H -0.949 -0.981 -3.426
H 1.019 -3.134 -1.570
H -0.085 -3.289 -0.216
H 2.227 -2.645 0.398
H 0.934 -1.601 1.062
H 3.923 -1.398 -1.113
H 3.230 -0.034 -2.016
H 2.561 -1.663 -2.220
H 3.483 -1.326 1.845
H 4.821 0.245 3.175
H 4.840 2.653 2.603
H 3.451 3.484 0.735
H -1.867 -3.841 -0.709
H -4.286 -3.983 -0.463
H -5.695 -1.978 -0.822
H -4.634 0.133 -1.562
Cl -0.844 0.042 2.493
C -1.345 1.638 2.070
C -0.974 2.094 0.810
C -1.391 3.387 0.485
Cl -0.992 4.036 -1.058
C -2.144 4.172 1.356
Cl -2.658 5.743 0.894
C -2.504 3.665 2.602
Cl -3.454 4.614 3.675
C -2.100 2.383 2.968
Cl -2.564 1.742 4.493
*
```

=====

C22H18ClCsN4S3 | ωB97M-V with the def2-TZVPD basis set

Output
orbital gap: 7.6 eV
energy above the lowest of the compared OMol25 structures with the same formula, charge and spin: 2.5 kcal per mole
strongest force on any atom: 0.7 eV/A

ORCA input file:
```
! RIJCOSX wB97M-V def2-TZVPD def2/J DEFGRID3
* xyz 0 1
Cs -1.783 1.477 -1.283
S 5.346 -0.460 -2.917
C 5.485 0.118 -4.517
C 4.376 0.810 -4.901
C 3.393 0.878 -3.880
C 3.786 0.229 -2.740
C 3.022 0.120 -1.497
C 1.608 0.134 -1.570
N 0.824 0.130 -0.521
C 1.373 0.102 0.706
C 2.757 0.013 0.895
C 3.298 -0.050 2.225
C 2.489 0.002 3.299
C 1.066 0.139 3.144
C 0.213 0.247 4.250
C -1.142 0.401 4.063
C -1.597 0.461 2.727
N -0.826 0.363 1.669
C 0.497 0.193 1.862
C -2.076 0.492 5.190
C -1.868 0.074 6.478
C -2.981 0.314 7.323
C -4.012 0.909 6.662
S -3.644 1.168 5.017
C 3.581 0.035 -0.245
H 6.373 -0.088 -5.091
H 4.261 1.260 -5.876
H 2.443 1.389 -3.982
H 1.121 0.184 -2.541
H 4.371 -0.137 2.344
H 2.895 -0.043 4.302
H 0.637 0.225 5.246
H -2.661 0.570 2.533
H -0.961 -0.410 6.809
H -3.011 0.052 8.370
H -4.972 1.203 7.054
H 4.658 0.014 -0.119
Cl -0.597 1.963 -4.017
C -3.141 -2.574 -4.798
N -3.947 -1.886 -3.815
C -3.933 -0.557 -3.609
N -3.099 0.170 -4.356
S -4.930 0.153 -2.447
H -3.360 -3.637 -4.744
H -2.072 -2.443 -4.610
H -3.365 -2.231 -5.811
H -4.583 -2.399 -3.231
H -2.333 -0.229 -4.876
H -2.981 1.151 -4.169
*
```

=====

C22H18ClNO4S | ωB97M-V with the def2-TZVPD basis set

Output
orbital gap: 8.2 eV
energy above the lowest of the compared OMol25 structures with the same formula, charge and spin: 1.2 kcal per mole
strongest force on any atom: 0.9 eV/A
structure (SMILES): O=C(C[C@@H](Nc1ccccc1Cl)C(=O)OCC(=O)c1cccs1)c1ccccc1

ORCA input file:
```
! RIJCOSX wB97M-V def2-TZVPD def2/J DEFGRID3
* xyz 0 1
O 2.272 3.099 -1.208
C 1.776 2.486 -0.290
C 0.305 2.658 0.050
C -0.517 1.506 -0.589
N -0.162 0.207 -0.107
C 0.767 -0.637 -0.655
C 1.332 -0.461 -1.920
C 2.248 -1.364 -2.424
C 2.632 -2.471 -1.687
C 2.081 -2.675 -0.434
C 1.163 -1.775 0.064
Cl 0.487 -2.053 1.642
C -1.992 1.766 -0.277
O -2.792 2.190 -1.062
O -2.274 1.469 0.997
C -3.627 1.664 1.394
C -4.640 0.836 0.595
O -5.746 1.273 0.376
C -4.217 -0.485 0.168
C -4.878 -1.277 -0.744
C -4.251 -2.514 -0.951
C -3.131 -2.664 -0.187
S -2.810 -1.295 0.780
C 2.545 1.486 0.488
C 2.212 1.075 1.778
C 2.959 0.098 2.410
C 4.037 -0.486 1.766
C 4.389 -0.071 0.492
C 3.657 0.916 -0.136
H -0.038 3.602 -0.376
H 0.136 2.661 1.125
H -0.407 1.549 -1.676
H -0.370 0.037 0.868
H 1.066 0.398 -2.514
H 2.670 -1.195 -3.403
H 3.352 -3.171 -2.080
H 2.362 -3.532 0.160
H -3.669 1.368 2.445
H -3.905 2.718 1.292
H -5.774 -0.950 -1.239
H -4.613 -3.264 -1.630
H -2.468 -3.505 -0.140
H 1.386 1.523 2.308
H 2.695 -0.213 3.410
H 4.605 -1.260 2.260
H 5.234 -0.517 -0.010
H 3.915 1.252 -1.128
*
```

=====

C22H18F3N5 | ωB97M-V with the def2-TZVPD basis set

Output
orbital gap: 8.6 eV
energy above the lowest of the compared OMol25 structures with the same formula, charge and spin: 48.5 kcal per mole
strongest force on any atom: 3.9 eV/A
structure (SMILES): N[C@H]1CCCc2ccc(-c3ccc4cnn(-c5cccc(C(F)(F)F)n5)c4c3)nc21

ORCA input file:
```
! RIJCOSX wB97M-V def2-TZVPD def2/J DEFGRID3
* xyz 0 1
N 2.400 -1.264 2.201
C 2.495 -2.475 1.276
C 2.904 -3.723 1.931
C 1.664 -4.270 2.660
C 0.566 -4.782 1.768
C 0.321 -3.792 0.640
C -0.745 -3.830 -0.271
C -0.885 -2.813 -1.169
C 0.022 -1.768 -1.247
C -0.243 -0.543 -2.053
C -0.423 -0.714 -3.438
C -0.721 0.407 -4.234
C -0.990 1.643 -3.622
C -1.360 2.911 -4.158
N -1.524 3.834 -3.246
N -1.301 3.190 -2.035
C -1.351 3.809 -0.748
C -1.594 5.202 -0.753
C -1.731 5.860 0.467
C -1.541 5.112 1.632
C -1.250 3.756 1.658
C -0.916 2.906 2.914
F -1.195 1.598 2.655
F 0.484 3.143 3.196
F -1.596 3.264 3.989
N -1.169 3.169 0.424
C -0.882 1.874 -2.321
C -0.514 0.745 -1.555
N 1.037 -1.733 -0.434
C 1.244 -2.734 0.462
H 2.997 -1.420 2.975
H 2.588 -0.368 1.733
H 3.329 -2.223 0.599
H 3.657 -3.510 2.724
H 3.262 -4.370 1.136
H 1.906 -5.186 3.154
H 1.408 -3.425 3.349
H -0.308 -4.909 2.339
H 0.842 -5.717 1.306
H -1.407 -4.730 -0.296
H -1.549 -2.957 -1.959
H -0.349 -1.675 -3.928
H -0.627 0.405 -5.333
H -1.391 2.874 -5.249
H -1.632 5.705 -1.726
H -1.895 6.953 0.520
H -1.672 5.715 2.530
H -0.367 0.854 -0.464
*
```

=====

C22H18F4N4O | ωB97M-V with the def2-TZVPD basis set

Output
orbital gap: 8.4 eV
energy above the lowest of the compared OMol25 structures with the same formula, charge and spin: 29.9 kcal per mole
strongest force on any atom: 2.6 eV/A
structure (SMILES): OC1(c2cccc(C(F)(F)F)c2)CCN(c2ncnc3c2[nH]c2ccc(F)cc23)CC1

ORCA input file:
```
! RIJCOSX wB97M-V def2-TZVPD def2/J DEFGRID3
* xyz 0 1
O -1.197 -2.589 -2.908
C -1.138 -1.634 -1.878
C -2.438 -0.830 -1.798
C -2.834 -0.188 -0.630
C -4.029 0.553 -0.543
C -4.875 0.649 -1.668
C -4.498 0.045 -2.911
C -5.353 0.110 -4.159
F -6.061 -1.044 -4.233
F -6.211 1.156 -4.124
F -4.584 0.222 -5.254
C -3.303 -0.682 -2.915
C 0.000 -0.723 -2.237
C 0.755 -0.136 -1.037
N 1.082 -1.156 0.013
C 1.224 -0.722 1.302
N 0.298 -1.068 2.166
C 0.373 -0.601 3.429
N 1.353 0.224 3.874
C 2.214 0.579 2.935
C 2.222 0.173 1.645
N 3.256 0.887 0.994
C 3.950 1.674 1.921
C 5.070 2.548 1.838
C 5.437 3.248 3.017
C 4.783 3.069 4.218
F 5.096 3.766 5.347
C 3.675 2.185 4.277
C 3.307 1.485 3.145
C 0.634 -2.550 -0.227
C -0.837 -2.526 -0.614
H -1.967 -3.168 -2.754
H -2.205 -0.211 0.242
H -4.261 1.062 0.375
H -5.817 1.231 -1.624
H -2.960 -1.132 -3.860
H 0.752 -1.333 -2.797
H -0.375 0.087 -2.870
H 0.162 0.680 -0.599
H 1.697 0.313 -1.397
H -0.378 -0.898 4.157
H 3.525 0.721 0.017
H 5.573 2.653 0.879
H 6.262 3.949 3.016
H 3.186 2.001 5.224
H 0.778 -3.220 0.632
H 1.191 -3.036 -1.034
H -1.145 -3.559 -0.827
H -1.390 -2.258 0.235
*
```

=====

C22H18N2O3Re | ωB97M-V with the def2-TZVPD basis set

Output
⟨S²⟩: 3.786
orbital gap (spin up / spin down): 6.5 / 6.8 eV
energy above the lowest of the compared OMol25 structures with the same formula, charge and spin: 0.0 kcal per mole
strongest force on any atom: 2.9 eV/A

ORCA input file:
```
! RIJCOSX wB97M-V def2-TZVPD def2/J DEFGRID3
* xyz 2 4
Re -0.875 0.652 -0.660
O -1.803 2.675 2.750
C -1.312 1.986 1.905
O -1.693 1.872 0.663
C -0.133 1.057 2.170
C 0.413 0.905 3.441
C 1.406 -0.029 3.621
C 1.862 -0.778 2.522
C 2.865 -1.764 2.642
C 3.295 -2.465 1.549
C 2.758 -2.196 0.280
C 1.779 -1.248 0.124
C 1.293 -0.531 1.234
N 0.283 0.376 1.095
H 0.029 1.514 4.243
H 1.838 -0.200 4.596
H 3.290 -1.950 3.615
H 4.054 -3.222 1.650
H 3.125 -2.739 -0.578
H 1.380 -1.023 -0.859
O -0.490 -0.729 -2.427
C -1.172 -1.997 -2.378
C -2.263 -1.991 -1.330
C -3.022 -3.121 -1.059
C -4.009 -3.049 -0.086
C -4.211 -1.849 0.583
C -3.395 -0.777 0.278
N -2.437 -0.853 -0.648
H -0.633 -0.305 -3.289
H -0.430 -2.764 -2.119
H -1.576 -2.248 -3.363
H -2.845 -4.041 -1.591
H -4.611 -3.915 0.145
H -4.974 -1.747 1.338
H -3.506 0.173 0.786
C 2.181 4.144 -2.177
C 2.429 2.832 -2.557
C 1.538 1.828 -2.216
C 0.415 2.112 -1.435
C 0.143 3.448 -1.118
C 1.040 4.449 -1.447
H 2.857 4.931 -2.478
H 3.316 2.582 -3.120
H 1.754 0.814 -2.527
H -0.778 3.715 -0.612
H 0.821 5.464 -1.155
*
```

=====

C22H18N3O2SW | ωB97M-V with the def2-TZVPD basis set

Output
⟨S²⟩: 2.022
orbital gap (spin up / spin down): 7.0 / 6.9 eV
energy above the lowest of the compared OMol25 structures with the same formula, charge and spin: 29.2 kcal per mole
strongest force on any atom: 3.2 eV/A

ORCA input file:
```
! RIJCOSX wB97M-V def2-TZVPD def2/J DEFGRID3
* xyz 1 3
W 0.131 -0.030 -0.322
O 0.807 1.942 -0.867
C -0.412 1.848 -1.207
O -0.720 0.901 -2.006
C -1.377 2.703 -0.475
C -2.062 3.766 -1.045
C -2.784 4.632 -0.241
C -2.814 4.443 1.132
C -2.152 3.374 1.711
C -1.426 2.493 0.917
S -0.630 1.102 1.671
H -2.018 3.916 -2.115
H -3.307 5.462 -0.687
H -3.358 5.133 1.759
H -2.192 3.210 2.776
C -4.086 -1.075 -1.129
C -4.092 -2.465 -1.067
C -2.929 -3.104 -0.691
C -1.783 -2.363 -0.405
N -1.763 -1.007 -0.526
C -2.917 -0.394 -0.852
C -0.543 -2.932 0.095
C -0.349 -4.305 0.259
C 0.808 -4.778 0.842
C 1.755 -3.875 1.308
C 1.573 -2.516 1.115
C 0.448 -1.974 0.465
H -4.977 -0.532 -1.396
H -4.982 -3.029 -1.298
H -2.905 -4.175 -0.592
H -2.912 0.692 -0.889
H -1.100 -5.010 -0.057
H 0.956 -5.842 0.952
H 2.632 -4.230 1.829
H 2.336 -1.846 1.494
C 5.395 1.623 0.640
N 4.232 0.947 0.135
C 4.124 0.370 -1.096
C 2.867 -0.157 -1.171
N 2.218 0.096 0.005
C 3.063 0.774 0.763
H 6.289 1.040 0.426
H 5.311 1.753 1.717
H 5.497 2.602 0.169
H 4.918 0.365 -1.814
H 2.390 -0.697 -1.985
H 2.846 1.148 1.749
*
```

=====

C22H18N4O2 | ωB97M-V with the def2-TZVPD basis set

Output
orbital gap: 8.1 eV
energy above the lowest of the compared OMol25 structures with the same formula, charge and spin: 0.0 kcal per mole
strongest force on any atom: 0.9 eV/A
structure (SMILES): CCOC(=O)c1ccc(Nc2nc(-c3cccnc3)nc3ccccc23)cc1

ORCA input file:
```
! RIJCOSX wB97M-V def2-TZVPD def2/J DEFGRID3
* xyz 0 1
C 6.978 0.329 -0.624
C 6.495 -0.070 0.757
O 5.071 -0.159 0.728
C 4.478 -0.504 1.879
O 5.093 -0.730 2.895
C 3.006 -0.575 1.763
C 2.340 -0.329 0.564
C 0.965 -0.402 0.495
C 0.223 -0.720 1.633
N -1.159 -0.824 1.638
C -2.074 -0.460 0.698
N -1.675 0.161 -0.389
C -2.595 0.520 -1.304
C -2.093 1.220 -2.489
C -0.813 1.768 -2.527
C -0.398 2.414 -3.678
C -1.281 2.492 -4.745
N -2.500 1.978 -4.720
C -2.894 1.359 -3.625
N -3.882 0.297 -1.221
C -4.337 -0.333 -0.120
C -5.719 -0.578 -0.005
C -6.216 -1.214 1.099
C -5.357 -1.629 2.125
C -4.007 -1.403 2.040
C -3.465 -0.751 0.921
C 0.893 -0.981 2.833
C 2.265 -0.907 2.896
H 6.672 -0.413 -1.357
H 8.061 0.404 -0.624
H 6.555 1.290 -0.905
H 6.787 0.668 1.513
H 6.904 -1.042 1.059
H 2.912 -0.084 -0.317
H 0.447 -0.220 -0.430
H -1.544 -1.190 2.497
H -0.172 1.694 -1.661
H 0.586 2.852 -3.745
H -1.005 2.991 -5.665
H -3.893 0.946 -3.633
H -6.357 -0.248 -0.810
H -7.275 -1.402 1.189
H -5.765 -2.132 2.989
H -3.372 -1.740 2.848
H 0.325 -1.241 3.717
H 2.791 -1.102 3.819
*
```

=====

C22H18N4O4 | ωB97M-V with the def2-TZVPD basis set

Output
orbital gap: 8.6 eV
energy above the lowest of the compared OMol25 structures with the same formula, charge and spin: 60.1 kcal per mole
strongest force on any atom: 1.3 eV/A
structure (SMILES): O=C(NCc1ccncc1)/C(=C/c1cccc([N+](=O)[O-])c1)NC(=O)c1ccccc1

ORCA input file:
```
! RIJCOSX wB97M-V def2-TZVPD def2/J DEFGRID3
* xyz 0 1
O -2.960 -1.911 -1.043
C -1.817 -1.520 -0.948
N -0.948 -1.479 -1.986
C -1.319 -1.808 -3.348
C -1.160 -0.574 -4.198
C 0.075 -0.235 -4.738
C 0.190 0.957 -5.439
N -0.817 1.793 -5.619
C -1.993 1.469 -5.110
C -2.219 0.305 -4.390
C -1.222 -1.016 0.334
C -1.558 -1.595 1.493
C -1.098 -1.227 2.825
C -0.914 0.104 3.210
C -0.464 0.425 4.477
C -0.183 -0.572 5.393
C -0.386 -1.896 5.020
N -0.112 -2.946 5.971
O -0.337 -4.088 5.632
O 0.324 -2.623 7.055
C -0.850 -2.230 3.758
N -0.292 0.027 0.180
C 0.944 0.082 0.770
O 1.333 -0.744 1.566
C 1.760 1.257 0.354
C 1.706 1.815 -0.921
C 2.510 2.896 -1.239
C 3.367 3.430 -0.291
C 3.434 2.872 0.975
C 2.642 1.786 1.293
H 0.018 -1.243 -1.815
H -2.360 -2.136 -3.317
H -0.687 -2.621 -3.720
H 0.929 -0.886 -4.619
H 1.134 1.259 -5.873
H -2.789 2.180 -5.286
H -3.194 0.085 -3.984
H -2.215 -2.452 1.431
H -1.141 0.894 2.510
H -0.325 1.460 4.752
H 0.182 -0.350 6.383
H -0.989 -3.270 3.504
H -0.513 0.719 -0.521
H 1.065 1.401 -1.689
H 2.466 3.320 -2.231
H 3.988 4.277 -0.543
H 4.109 3.280 1.712
H 2.686 1.327 2.270
*
```

=====

C22H18N8O4S3V | ωB97M-V with the def2-TZVPD basis set

Output
orbital gap: 5.5 eV
energy above the lowest of the compared OMol25 structures with the same formula, charge and spin: 9.7 kcal per mole
strongest force on any atom: 1.1 eV/A

ORCA input file:
```
! RIJCOSX wB97M-V def2-TZVPD def2/J DEFGRID3
* xyz 1 1
V -0.422 1.047 0.271
N -3.308 3.702 -1.461
C -2.161 3.132 -1.063
S -2.005 2.724 0.642
N -1.199 2.936 -1.916
N -0.120 2.382 -1.257
C 1.039 2.708 -1.712
C 2.276 2.520 -0.997
C 3.486 2.955 -1.555
C 4.639 2.931 -0.795
C 4.600 2.508 0.537
C 3.423 2.069 1.116
C 2.287 2.060 0.322
O 1.109 1.620 0.817
H -4.050 3.896 -0.812
H -3.379 4.035 -2.408
H 1.047 3.276 -2.641
H 3.503 3.319 -2.572
H 5.573 3.264 -1.224
H 5.507 2.516 1.127
H 3.376 1.716 2.134
O -1.847 -3.975 -1.159
C -2.940 -3.189 -1.115
C -4.184 -3.821 -1.155
C -5.342 -3.078 -1.125
C -5.303 -1.684 -1.050
C -4.082 -1.053 -1.004
C -2.888 -1.789 -1.030
C -1.618 -1.092 -0.946
O -1.651 0.237 -0.763
N -0.473 -1.661 -0.969
N 0.567 -0.753 -0.734
C 1.696 -1.419 -0.755
S 1.706 -3.151 -0.812
C 3.478 -3.317 -1.130
C 4.176 -2.144 -0.475
S 3.239 -0.670 -0.932
H -1.047 -3.422 -1.128
H -4.204 -4.899 -1.217
H -6.295 -3.587 -1.161
H -6.217 -1.111 -1.034
H -4.024 0.026 -0.949
H 3.647 -3.334 -2.207
H 3.799 -4.266 -0.701
H 5.194 -2.017 -0.844
H 4.173 -2.219 0.611
N -2.055 0.609 3.691
C -0.921 0.211 3.103
O -0.967 0.239 1.773
C 0.205 -0.226 3.758
C 0.158 -0.284 5.180
N 0.096 -0.355 6.323
C 1.367 -0.634 3.063
N 2.320 -0.966 2.515
H -2.845 0.878 3.129
H -2.136 0.602 4.697
*
```